1.
Computed, not measured: C26H40As2BBr2KN6 as an isolated structure at a distorted geometry, with ωB97M-V/def2-TZVPD.

Geometry as XYZ:
```
78
Properties=species:S:1:pos:R:3:lowdin_charge:R:1
K 0.266 -0.165 -0.290 0.490
C 3.138 0.486 -3.322 -0.044
C 3.090 -0.837 -2.615 -0.350
C 3.842 -2.004 -2.876 0.005
C 3.415 -2.918 -1.936 -0.279
C 3.849 -4.333 -1.719 -0.029
N 2.478 -2.309 -1.176 0.007
N 2.272 -1.028 -1.594 0.003
B 1.608 -2.925 -0.056 -0.504
N 0.116 -3.000 -0.583 -0.004
N -0.226 -2.221 -1.660 -0.021
C -1.116 -2.894 -2.354 -0.374
C -1.552 -2.400 -3.696 -0.049
C -1.440 -4.110 -1.705 0.010
C -0.619 -4.150 -0.605 -0.289
C -0.503 -5.211 0.442 -0.024
N 1.864 -2.139 1.283 0.003
N 2.266 -0.826 1.220 0.007
C 3.037 -0.612 2.270 -0.352
C 3.769 0.679 2.463 -0.074
C 3.115 -1.775 3.072 0.006
C 2.379 -2.721 2.403 -0.289
C 2.132 -4.148 2.777 -0.026
H 3.729 0.415 -4.236 0.071
H 3.585 1.261 -2.694 0.066
H 2.135 0.821 -3.596 0.063
H 4.594 -2.160 -3.636 0.100
H 4.640 -4.579 -2.427 0.075
H 3.027 -5.036 -1.865 0.080
H 4.234 -4.485 -0.709 0.079
H 1.958 -4.058 0.142 0.099
H -1.451 -1.318 -3.758 0.054
H -2.582 -2.677 -3.920 0.066
H -0.914 -2.828 -4.474 0.081
H -2.143 -4.867 -2.017 0.103
H -1.120 -6.065 0.166 0.079
H -0.843 -4.848 1.416 0.081
H 0.527 -5.551 0.562 0.063
H 3.663 1.302 1.576 0.049
H 4.832 0.481 2.616 0.078
H 3.413 1.239 3.328 0.050
H 3.658 -1.911 3.997 0.105
H 2.601 -4.355 3.737 0.078
H 2.541 -4.839 2.038 0.070
H 1.066 -4.360 2.865 0.073
Br 0.796 3.021 -1.108 0.625
C 1.564 3.797 0.483 -0.995
Br 1.104 2.856 2.092 0.673
H 1.195 4.807 0.564 0.000
H 2.638 3.765 0.376 0.002
C -2.542 3.610 1.729 -0.311
As -2.223 1.704 1.428 1.077
C -2.108 1.164 3.309 -0.308
C -4.084 1.167 1.097 -0.426
C -5.077 1.433 2.036 -0.121
C -6.377 0.984 1.852 -0.085
C -6.693 0.256 0.713 -0.083
C -5.716 0.010 -0.242 -0.116
C -4.411 0.473 -0.073 -0.426
As -3.030 0.141 -1.439 1.140
C -4.228 -0.389 -2.895 -0.339
C -2.874 2.007 -2.071 -0.320
H -3.391 3.749 2.398 0.020
H -2.752 4.102 0.781 0.020
H -1.655 4.053 2.173 -0.010
H -2.930 1.574 3.892 0.017
H -1.167 1.521 3.727 -0.002
H -2.127 0.078 3.373 0.030
H -4.840 1.988 2.936 0.085
H -7.134 1.195 2.597 0.102
H -7.699 -0.117 0.563 0.103
H -5.984 -0.551 -1.127 0.080
H -5.106 0.254 -2.918 0.024
H -4.530 -1.430 -2.792 0.025
H -3.683 -0.280 -3.829 0.018
H -3.851 2.386 -2.370 0.032
H -2.198 2.038 -2.927 0.020
H -2.464 2.644 -1.291 -0.036
```

Values from the calculation:
ΔE to the lowest compared entry with this formula, charge and spin: 33.7 kcal/mol
frontier orbital gap: 7.865 eV
total energy: -315317.863 eV



2.
Computed, not measured: a 2-piece molecular cluster, C6H12N2O overall at a distorted geometry, with ωB97M-V/def2-TZVPD.

Geometry as XYZ:
```
21
Properties=species:S:1:pos:R:3:lowdin_charge:R:1
C 1.944 -1.863 0.407 -0.018
N 1.428 -0.774 0.751 0.005
C 1.648 0.425 0.090 -0.465
C 1.485 0.556 -1.225 0.046
C 1.933 1.568 1.016 -0.048
H 2.669 -1.975 -0.404 0.086
H 1.666 -2.756 0.949 0.071
H 1.234 -0.287 -1.846 0.060
H 1.546 1.515 -1.707 0.058
H 1.985 2.505 0.469 0.075
H 1.150 1.630 1.769 0.077
H 2.878 1.405 1.533 0.079
C -2.080 0.833 0.073 -0.059
C -1.854 -0.638 0.138 -0.228
N -2.541 -1.560 -0.378 -0.033
O -3.674 -1.174 -1.108 -0.077
H -2.193 1.229 1.081 0.078
H -2.971 1.055 -0.508 0.065
H -1.213 1.309 -0.381 0.060
H -0.988 -0.989 0.684 0.082
H -4.052 -2.012 -1.404 0.086
```

Values from the calculation:
SMILES string: C=NC(=C)C.C/C=N\O
ΔE to the lowest compared entry with this formula, charge and spin: 77.6 kcal/mol
frontier orbital gap: 9.964 eV
total energy: -11441.304 eV



The lowest frontier orbital gap belongs to which entry?
C26H40As2BBr2KN6



Number 2 is which compound?
C6H12N2O